Entry 1:
C57H45GeIN2O6PS5SbSr as an isolated structure at a distorted geometry. Source: the Open Molecules 2025 dataset; level of theory: the ωB97M-V functional and the def2-TZVPD basis.

Structure (XYZ):
```
120
Properties=species:S:1:pos:R:3
Sr 0.765 -0.397 -0.828
O 3.161 -2.706 1.848
C 3.436 -1.408 1.407
O 2.200 -0.709 1.453
C 3.966 -1.418 -0.032
C 5.190 -2.009 -0.280
C 5.543 -2.137 -1.672
C 4.715 -1.711 -2.647
C 3.437 -1.067 -2.323
N 3.128 -0.935 -0.923
C 2.532 -0.587 -3.215
O 2.683 -0.864 -4.590
O 1.482 0.154 -2.955
H 4.004 -3.164 1.938
H 5.839 -2.346 0.516
H 6.502 -2.569 -1.942
H 5.044 -1.783 -3.681
H 3.357 -1.547 -4.661
I 2.622 2.286 0.829
C 2.302 4.367 0.890
C 2.652 4.865 2.121
C 2.551 6.231 2.434
C 2.099 7.095 1.489
C 1.726 6.628 0.205
C 1.294 7.587 -0.741
C 0.952 7.216 -2.003
C 1.007 5.857 -2.349
C 1.381 4.870 -1.468
P 1.351 3.124 -2.120
C -0.090 3.288 -3.254
C -1.285 3.739 -2.682
C -2.456 3.801 -3.416
C -2.467 3.392 -4.744
C -1.297 2.921 -5.316
C -0.118 2.867 -4.579
C 2.865 3.222 -3.157
C 3.876 4.138 -2.852
C 5.083 4.124 -3.537
C 5.306 3.196 -4.543
C 4.318 2.270 -4.841
C 3.116 2.272 -4.148
C 1.793 5.238 -0.137
H 3.015 4.183 2.880
H 2.839 6.573 3.420
H 2.018 8.157 1.690
H 1.260 8.626 -0.433
H 0.638 7.949 -2.736
H 0.734 5.573 -3.357
H -1.296 4.052 -1.643
H -3.367 4.151 -2.945
H -3.385 3.423 -5.318
H -1.292 2.582 -6.345
H 0.775 2.484 -5.046
H 3.735 4.870 -2.068
H 5.853 4.839 -3.271
H 6.252 3.179 -5.071
H 4.483 1.506 -5.590
H 2.401 1.489 -4.337
S 3.109 1.425 5.460
Sb 3.188 -0.601 4.460
S 1.303 -0.856 2.879
S 4.638 -0.540 2.512
S 3.430 -2.493 5.658
S -3.185 2.421 0.880
C -1.559 1.858 0.677
N -1.330 1.153 -0.374
C -2.488 0.991 -1.124
C -2.563 0.278 -2.321
C -3.778 0.225 -2.969
C -4.905 0.873 -2.446
C -4.841 1.578 -1.261
C -3.616 1.627 -0.599
H -0.795 2.093 1.408
H -1.683 -0.204 -2.733
H -3.859 -0.319 -3.901
H -5.845 0.818 -2.981
H -5.715 2.074 -0.860
O 0.193 -2.573 -1.458
C -0.157 -2.856 -0.281
O -0.573 -2.000 0.546
C -0.048 -4.303 0.178
C -0.133 -4.392 1.697
Ge -1.852 -3.914 2.492
C -3.161 -3.006 1.347
C -3.511 -3.575 0.122
C -4.410 -2.956 -0.732
C -4.996 -1.751 -0.370
C -4.681 -1.183 0.855
C -3.776 -1.808 1.705
C -1.527 -2.931 4.144
C -1.281 -3.624 5.328
C -0.839 -2.963 6.466
C -0.638 -1.591 6.441
C -0.901 -0.880 5.278
C -1.344 -1.547 4.143
C -2.815 -5.569 2.990
C -3.970 -5.487 3.771
C -4.690 -6.620 4.120
C -4.269 -7.871 3.686
C -3.128 -7.975 2.905
C -2.410 -6.833 2.566
H 0.887 -4.711 -0.210
H -0.851 -4.855 -0.321
H 0.589 -3.699 2.132
H 0.127 -5.392 2.057
H -3.069 -4.518 -0.183
H -4.646 -3.410 -1.688
H -5.685 -1.255 -1.042
H -5.133 -0.243 1.150
H -3.549 -1.344 2.656
H -1.401 -4.702 5.357
H -0.612 -3.527 7.363
H -0.246 -1.080 7.311
H -0.714 0.187 5.240
H -1.484 -0.986 3.227
H -4.313 -4.516 4.115
H -5.580 -6.528 4.730
H -4.827 -8.759 3.957
H -2.792 -8.946 2.561
H -1.519 -6.936 1.956
```

Calculated values
Highest occupied orbital energy: 0.20 eV
Spin multiplicity: 1
Frontier orbital gap: 3.2 eV
Total charge: -2
Energy relative to the best compared isomer or geometry (same formula, charge and spin): 38.6 kcal/mol


Entry 2:
One molecule with the formula C15H20N2O4. Source: the Open Molecules 2025 dataset; level of theory: the ωB97M-V functional and the def2-TZVPD basis.

Structure (XYZ):
```
41
Properties=species:S:1:pos:R:3
C 6.353 1.883 0.429
C 5.056 1.931 -0.372
C 3.933 1.108 0.254
C 4.228 -0.391 0.251
O 3.080 -1.131 0.671
C 2.175 -1.393 -0.283
O 2.302 -1.169 -1.456
N 1.098 -2.048 0.261
C -0.139 -2.079 -0.452
N -1.082 -1.074 0.025
C -0.780 0.271 0.166
O 0.291 0.764 -0.060
C -2.030 0.973 0.651
C -3.080 -0.130 0.801
C -2.374 -1.403 0.397
O -2.819 -2.519 0.375
C -4.168 0.276 -0.234
C -4.766 1.549 0.314
C -3.855 2.506 0.185
C -2.634 1.888 -0.452
C -3.299 0.847 -1.360
H 7.090 2.553 -0.007
H 6.770 0.880 0.436
H 6.177 2.191 1.457
H 5.240 1.574 -1.387
H 4.721 2.968 -0.442
H 3.756 1.435 1.280
H 3.011 1.264 -0.311
H 5.011 -0.653 0.965
H 4.512 -0.716 -0.755
H 1.073 -2.108 1.267
H 0.103 -1.892 -1.504
H -0.643 -3.045 -0.336
H -1.811 1.539 1.557
H -3.507 -0.241 1.799
H -4.858 -0.526 -0.480
H -5.735 1.608 0.772
H -3.909 3.527 0.513
H -1.913 2.567 -0.898
H -3.893 1.306 -2.149
H -2.607 0.130 -1.799
```

Calculated values
Highest occupied orbital energy: -9.69 eV
Spin multiplicity: 1
Frontier orbital gap: 10.4 eV
Total charge: 0
Energy relative to the best compared isomer or geometry (same formula, charge and spin): 15.1 kcal/mol


What is the highest occupied orbital energy in the second record? -9.69 eV


What is the total charge in the second record? 0


frontier orbital gap of number 1 (C57H45GeIN2O6PS5SbSr)? 3.2 eV